No. 1
{"formula": "C6H29NO9", "method": "the ωB97M-V functional and the def2-TZVPD basis", "species": ["C", "C", "C", "N", "C", "C", "C", "O", "H", "H", "H", "H", "H", "H", "H", "H", "H", "H", "H", "H", "H", "H", "H", "O", "H", "H", "O", "H", "H", "O", "H", "H", "O", "H", "H", "O", "H", "H", "O", "H", "H", "O", "H", "H", "O"], "xyz": [[-0.7311, 0.1514, -2.7722], [-1.5549, -0.2209, -4.0263], [-0.3628, 1.6263, -2.5477], [-0.0701, 1.9136, -1.1217], [0.4824, 3.2521, -1.0168], [0.8794, 0.9637, -0.4607], [0.5610, 0.9087, 1.0325], [1.4694, 0.6901, 1.8043], [0.1346, -0.4807, -2.5617], [-1.4858, -0.0828, -2.0013], [-1.3222, 0.0865, -5.0392], [-1.5681, -1.3302, -4.0525], [-2.6115, 0.0165, -3.8691], [0.5871, 1.7677, -3.0961], [-1.1462, 2.2819, -2.8912], [1.4089, 3.4091, -1.6004], [-0.2345, 3.9769, -1.4196], [0.8522, 3.4521, -0.0155], [1.8601, 1.3889, -0.6665], [0.7153, -0.0558, -0.8046], [-0.4995, 1.0623, 1.3046], [-1.7894, -2.9526, 3.5304], [-2.7519, -1.9907, 2.6614], [-2.6303, -2.5008, 3.4645], [-3.1216, -0.8482, -0.6032], [-2.2937, -2.0286, 0.1039], [-2.9745, -1.3466, 0.2006], [-2.4668, 3.4547, 1.2615], [-1.6744, 2.9350, 0.0036], [-2.2169, 3.6590, 0.3587], [3.1032, -0.7531, 0.6561], [2.5343, -1.6695, 1.8422], [3.3014, -1.2845, 1.4273], [-0.2764, -3.2118, 0.5339], [0.0110, -2.7085, -0.8783], [-0.7077, -3.0101, -0.3159], [0.6207, -2.9857, 2.4007], [1.5303, -4.2903, 2.1801], [0.9350, -3.6611, 1.7711], [3.1725, 1.5776, 1.4141], [4.5438, 2.1732, 0.9185], [3.6797, 1.8639, 0.6398], [1.2364, -1.4713, 3.5469], [0.3467, -1.7123, 4.7991], [0.5250, -2.0155, 3.9046]], "e_tot_ha": -977.8631, "homo_ha": -0.3452, "charge": 0, "smiles": "CCCN(C)CC=O.O.O.O.O.O.O.O.O", "e_above_lowest_kcal_mol": 87.00, "multiplicity": 1, "lumo_energy_ev": 0.102}

=====

No. 2
{"formula": "C6H2O4Tl", "method": "the ωB97M-V functional and the def2-TZVPD basis", "species": ["Tl", "C", "C", "C", "O", "C", "C", "C", "O", "O", "O", "H", "H"], "xyz": [[4.0658, 1.6337, -1.2568], [0.2428, -1.4682, 0.4704], [1.1317, -0.4965, -0.1508], [0.4035, 1.0124, -0.4997], [1.1492, 1.9618, -0.7460], [-0.9688, 1.1470, -0.2555], [-1.6879, 0.1766, 0.4065], [-1.0445, -1.1807, 0.7694], [-1.7174, -2.1376, 1.2726], [-2.9458, 0.4854, 0.5445], [2.2963, -0.6216, -0.3674], [0.5431, -2.5045, 0.5186], [-1.4680, 1.9922, -0.7059]], "e_tot_ha": -702.8470, "homo_ha": -0.4817, "charge": 1, "e_above_lowest_kcal_mol": 35.52, "multiplicity": 1, "lumo_energy_ev": -8.370}

=====

No. 3
{"formula": "C6H30N2O7", "method": "the ωB97M-V functional and the def2-TZVPD basis", "species": ["C", "C", "C", "C", "C", "N", "C", "N", "H", "H", "H", "H", "H", "H", "H", "H", "H", "H", "H", "H", "H", "H", "H", "H", "H", "H", "O", "H", "H", "O", "H", "H", "O", "H", "H", "O", "H", "H", "O", "H", "H", "O", "H", "H", "O"], "xyz": [[-1.5653, 2.4098, 2.6822], [-0.8267, 1.4403, 1.7455], [-1.4518, 0.0968, 1.5174], [-0.4046, -0.9469, 1.0878], [-0.1946, -0.9493, -0.4929], [-1.4668, -0.6695, -1.3253], [-1.4599, -1.2903, -2.6424], [-2.5805, -2.1987, -2.7965], [-2.2848, 1.9108, 3.3682], [-0.9003, 2.9803, 3.2084], [-2.1062, 3.2766, 2.1965], [-0.8264, 1.9992, 0.7719], [0.2991, 1.3789, 1.8524], [-2.2514, 0.2322, 0.7839], [-1.8918, -0.2910, 2.4724], [0.5846, -0.9449, 1.3238], [-0.5668, -2.0036, 1.5149], [0.1862, -1.9023, -0.8751], [0.4165, 0.0200, -0.7314], [-1.7206, 0.3828, -1.3937], [-1.6464, -0.5854, -3.4658], [-0.5764, -1.8674, -2.8577], [-2.4542, -2.9832, -2.0284], [-3.4193, -1.5948, -2.6897], [2.9219, 0.8063, -1.7704], [2.5875, -0.5425, -1.2681], [2.1919, 0.2673, -1.7276], [1.5485, 1.1211, 2.9795], [2.5344, -0.0493, 2.9132], [2.3782, 0.7457, 3.3667], [-0.7523, -4.3466, -0.5013], [-0.7334, -3.6275, -1.7475], [-0.1043, -3.8581, -0.9652], [1.2500, 2.0102, -0.7102], [1.7674, 3.4119, -0.8871], [1.1102, 2.9164, -0.3572], [1.5973, -2.8456, -0.2259], [2.5521, -2.7034, 0.9777], [2.3783, -2.3613, 0.1850], [-1.1395, 2.5039, -1.5114], [-2.6286, 3.1033, -1.7367], [-2.0933, 2.4191, -1.8801], [4.2677, 1.5788, 0.0811], [3.4235, 0.8206, 1.0638], [4.0512, 0.7291, 0.4954]], "e_tot_ha": -882.6336, "homo_ha": -0.2982, "charge": 0, "smiles": "CCCCCNCN.O.O.O.O.O.O.O", "e_above_lowest_kcal_mol": 124.90, "multiplicity": 1, "lumo_energy_ev": 0.149}

=====

No. 4
{"formula": "C6H30N2O7", "method": "the ωB97M-V functional and the def2-TZVPD basis", "species": ["N", "C", "C", "C", "C", "C", "N", "C", "H", "H", "H", "H", "H", "H", "H", "H", "H", "H", "H", "H", "H", "H", "H", "H", "H", "H", "O", "H", "H", "O", "H", "H", "O", "H", "H", "O", "H", "H", "O", "H", "H", "O", "H", "H", "O"], "xyz": [[-1.7425, -0.4724, -1.3308], [-0.4793, 0.0757, -1.8532], [-0.5916, 1.6299, -2.1877], [-1.0771, 2.3800, -0.9118], [-2.5830, 2.6035, -0.9625], [0.9581, -0.1777, -1.2345], [1.2739, -1.6041, -1.1322], [2.5865, -1.6434, -0.2689], [-1.6542, -1.4719, -1.1351], [-1.9631, -0.2063, -0.3760], [-0.3247, -0.2797, -2.8571], [0.3922, 1.8603, -2.6506], [-1.1933, 1.8530, -3.0818], [-0.7198, 3.3801, -0.6904], [-0.9252, 1.6853, -0.0179], [-3.1922, 2.0540, -0.1815], [-3.1133, 2.1080, -1.8401], [-2.8722, 3.6310, -0.7723], [1.8282, 0.2204, -2.0051], [1.0458, 0.4306, -0.3224], [1.5620, -2.0529, -1.9705], [2.9680, -2.7270, -0.1295], [3.4052, -0.9644, -0.7619], [2.1774, -1.3424, 0.7461], [-0.1341, -2.0910, 3.2889], [-1.1537, -0.9142, 3.3903], [-0.2493, -1.1694, 3.2102], [1.1303, 3.0994, 0.4386], [2.1071, 2.3633, 1.2018], [2.0711, 3.0435, 0.6471], [-0.5800, -3.9069, -0.8061], [0.0597, -2.3405, -0.6258], [-0.8377, -3.0106, -0.4179], [-4.1868, -1.2455, 1.5218], [-2.7723, -1.4900, 1.3623], [-3.3289, -0.8923, 1.7252], [3.5979, 1.3681, 0.6459], [3.5957, 2.3506, -0.6183], [3.7759, 1.4960, -0.2896], [-0.7216, -2.9203, 1.2092], [-0.7240, -4.3181, 1.9340], [-0.7259, -3.4861, 2.0603], [1.0119, 0.2803, 2.4970], [1.1267, 1.6069, 3.1942], [1.1723, 1.2072, 2.3585]], "e_tot_ha": -882.6593, "homo_ha": -0.3376, "charge": 0, "smiles": "CCC[C@H](N)CNC.O.O.O.O.O.O.O", "e_above_lowest_kcal_mol": 108.74, "multiplicity": 1, "lumo_energy_ev": 0.376}

=====

No. 5
{"formula": "C6H30O15V2", "method": "the ωB97M-V functional and the def2-TZVPD basis", "species": ["O", "V", "O", "O", "V", "O", "O", "C", "C", "O", "H", "H", "H", "H", "O", "H", "H", "O", "H", "H", "O", "H", "H", "O", "H", "H", "O", "H", "H", "C", "O", "H", "H", "H", "H", "C", "O", "H", "H", "H", "H", "C", "O", "H", "H", "H", "H", "C", "O", "H", "H", "H", "H"], "xyz": [[1.0722, 1.5205, -3.2261], [0.0138, 0.4484, -2.9844], [-1.3921, 1.0537, -3.3541], [-2.6067, -0.9825, -0.5761], [-1.2330, -1.3835, 0.0474], [-0.3504, -2.3995, -0.8242], [-0.1346, 0.0315, -1.1949], [1.2143, 0.2063, -0.5331], [0.9215, 0.6380, 0.9281], [-0.1682, -0.3054, 1.1356], [1.7062, 0.9509, -1.1324], [1.6677, -0.7826, -0.4464], [0.6601, 1.7039, 0.9854], [1.7788, 0.3396, 1.4833], [2.4256, -3.6501, -0.8654], [1.6923, -3.0045, -0.9368], [2.8235, -3.4795, 0.0049], [-0.3827, -1.2728, -3.9658], [0.1976, -2.0745, -3.7212], [-1.3164, -1.5709, -3.7667], [-2.0352, -2.7909, 1.5054], [-1.6163, -2.4174, 2.3570], [-1.5007, -3.6100, 1.2220], [-0.2636, -4.7927, 0.3861], [0.5704, -4.4922, 0.0025], [-0.0140, -5.6994, 0.5706], [0.4478, -3.5245, -3.0584], [1.2060, -3.8786, -2.5645], [-0.2940, -3.6887, -2.4549], [-2.5082, 2.3495, 3.7256], [-1.4752, 2.5768, 2.6581], [-2.0335, 2.2813, 4.7467], [-3.0410, 3.3267, 3.6955], [-3.0581, 1.4691, 3.5251], [-1.5591, 1.9459, 1.9296], [-1.2694, 4.0253, -1.2899], [-1.4975, 2.6398, -0.9194], [-1.1415, 4.1217, -2.3902], [-2.2022, 4.6372, -1.2033], [-0.5869, 4.5644, -0.6845], [-2.1401, 2.3039, -1.5631], [-0.8033, -0.8214, 5.1726], [-1.4431, -2.1173, 4.9836], [-1.1030, -0.3045, 6.0983], [0.2520, -1.0333, 5.0947], [-1.1431, -0.1439, 4.3479], [-1.5186, -2.6158, 5.7779], [4.1934, 3.2157, -3.2582], [3.2055, 3.4478, -2.2888], [5.1479, 3.2925, -2.7634], [4.0609, 2.2499, -3.7791], [4.2538, 4.0567, -3.9656], [2.3205, 3.4395, -2.6732]], "e_tot_ha": -3263.1965, "homo_ha": -0.3490, "charge": 0, "e_above_lowest_kcal_mol": 0.00, "multiplicity": 1, "lumo_energy_ev": -0.186}

=====

No. 6
{"formula": "C6H30O9", "method": "the ωB97M-V functional and the def2-TZVPD basis", "species": ["C", "O", "H", "H", "H", "H", "C", "O", "H", "H", "H", "H", "C", "O", "H", "H", "H", "H", "C", "O", "H", "H", "H", "H", "C", "O", "H", "H", "H", "H", "C", "O", "H", "H", "H", "H", "O", "H", "H", "O", "H", "H", "O", "H", "H"], "xyz": [[-1.4868, 3.4600, -1.0278], [-2.1195, 3.1437, -2.2961], [-0.7256, 4.2187, -1.2091], [-2.1727, 3.8156, -0.2589], [-0.9027, 2.6433, -0.6037], [-1.5867, 2.5368, -2.8152], [0.4501, 3.0130, 2.5744], [-0.8730, 2.5589, 2.6831], [0.9504, 3.2208, 3.5203], [0.9202, 2.4598, 1.7613], [0.3854, 4.0242, 2.1726], [-1.4619, 3.1939, 3.0974], [3.6870, 2.2028, 0.1888], [4.8558, 1.9653, 0.9303], [3.0161, 2.7734, 0.8310], [3.8798, 2.8115, -0.6946], [3.0460, 1.3468, -0.0223], [5.0122, 2.8154, 1.3480], [-0.0111, -3.0779, -3.9010], [-0.1396, -1.6263, -3.8532], [-1.0268, -3.4673, -3.8309], [0.3457, -3.2776, -4.9114], [0.5519, -3.6584, -3.1701], [-0.1390, -1.4704, -2.9060], [-1.2967, -2.6799, 3.1828], [-0.8843, -3.1503, 1.9325], [-0.6708, -3.0712, 3.9848], [-1.3556, -1.5915, 3.1706], [-2.2914, -3.0572, 3.4201], [0.0418, -3.1859, 2.1826], [-0.2165, -0.0849, 0.2527], [-0.4001, -0.8707, -0.8913], [0.3293, -0.7604, 0.9114], [0.4851, 0.7476, 0.1990], [-1.1230, 0.3569, 0.6663], [-1.1746, -1.4172, -0.7395], [-2.0509, 0.7532, -3.7501], [-1.4238, 0.1042, -3.4312], [-2.7195, 0.2389, -4.2024], [2.1059, -3.0055, 2.2508], [2.5737, -3.6265, 1.6925], [2.4922, -2.1553, 2.0403], [-2.3130, -2.7524, -0.4034], [-2.0222, -2.7536, 0.5085], [-2.5407, -3.6644, -0.5839]], "e_tot_ha": -923.2486, "homo_ha": [-0.4689, -0.4682], "charge": 1, "e_above_lowest_kcal_mol": 81.68, "multiplicity": 2, "lumo_energy_ev": [-3.013, -9.741]}